A:
ORCA calculation (wB97M-V/def2-TZVPD) on C4H6N2O2 in the gas phase.

**SMILES**: [H]/N=C/NOC(=O)C=C
**Spin multiplicity**: 1
**Orbital gap**: 9.9 eV
**Net charge**: 0
**HOMO energy**: -10.05 eV

Cartesian coordinates (Å):
H1 -2.02 2.39 0.50
N1 -1.63 1.44 -0.21
C1 -2.27 0.39 0.12
N2 -1.70 -0.89 -0.32
O1 -0.29 -0.66 -0.82
C2 0.65 -0.55 0.09
O2 0.32 -0.56 1.37
C3 1.99 -0.14 -0.49
C4 3.03 0.68 0.08
H2 -3.32 0.47 0.56
H3 -1.31 -1.25 0.64
H4 2.02 -0.14 -1.61
H5 3.45 1.00 1.18
H6 3.80 1.14 -0.76


B:
ORCA calculation (wB97M-V/def2-TZVPD) on C4H6N2O2 in the gas phase.

**SMILES**: Nc1[nH]cc(O)c1O
**Spin multiplicity**: 1
**Orbital gap**: 8.3 eV
**Net charge**: 0
**HOMO energy**: -7.54 eV

Cartesian coordinates (Å):
N1 -2.34 0.34 0.13
C1 -0.98 0.06 -0.01
N2 -0.69 -1.28 -0.07
C2 0.69 -1.43 -0.03
C3 1.27 -0.18 0.05
O1 2.60 0.19 0.20
C4 0.20 0.80 0.02
O2 0.34 2.10 -0.10
H1 -2.58 1.03 -0.64
H2 -2.58 0.74 1.04
H3 -1.46 -1.97 -0.09
H4 1.12 -2.39 -0.01
H5 3.16 -0.33 -0.44
H6 1.25 2.33 -0.06


C:
ORCA calculation (wB97M-V/def2-TZVPD) on C4H6N2O2 in the gas phase.

**SMILES**: C1=NO[C@H]2C[C@@H]2ON1
**Spin multiplicity**: 1
**Orbital gap**: 10.4 eV
**Net charge**: 0
**HOMO energy**: -9.66 eV

Cartesian coordinates (Å):
C1 0.85 1.18 -1.04
N1 0.42 1.93 -0.14
O1 -0.34 1.40 0.97
C2 -0.16 -0.02 1.13
C3 -1.30 -0.99 1.12
C4 -0.62 -0.66 -0.11
O2 0.23 -1.42 -0.96
N2 1.03 -0.22 -1.64
H1 1.55 1.86 -1.67
H2 0.81 -0.33 1.60
H3 -1.12 -1.85 1.74
H4 -2.29 -0.62 1.09
H5 -1.22 0.12 -0.72
H6 2.15 -0.38 -1.39


D:
ORCA calculation (wB97M-V/def2-TZVPD) on C4H6N2O2 in the gas phase.

**SMILES**: [H]/N=c1\[nH]c(OC)co1
**Spin multiplicity**: 1
**Orbital gap**: 9.0 eV
**Net charge**: 0
**HOMO energy**: -8.29 eV

Cartesian coordinates (Å):
H1 -1.86 -2.75 -0.02
N1 -0.79 -2.79 -0.11
C1 -0.09 -1.76 -0.14
N2 -0.54 -0.36 -0.35
C2 0.68 0.38 -0.42
O1 0.47 1.62 -0.73
C3 -0.36 1.93 0.45
C4 1.65 -0.43 -0.14
O2 1.25 -1.69 0.23
H2 -1.43 -0.21 -0.92
H3 -0.58 3.18 0.42
H4 0.17 1.65 1.32
H5 -1.24 1.48 0.60
H6 2.66 -0.26 -0.19


The structure shown above that is least stable: C.